Record 1
Below is a single C19H19NO5S molecule in a non-equilibrium geometry, with properties calculated with ωB97M-V with the def2-TZVPD basis set.

Geometry as XYZ:
```
45
Properties=species:S:1:pos:R:3:forces:R:3
C 0.164637 -1.633411 2.741512 -1.18 0.33 0.75
O 0.317104 -0.847955 1.548716 -0.20 -0.44 0.45
C -0.763807 -0.165061 1.203197 -1.53 0.77 -0.87
O -1.791380 -0.058926 1.855949 0.54 -0.63 1.00
C -0.741609 0.490611 -0.109450 2.09 -1.10 -1.30
C -1.602633 1.481777 -0.487204 -0.39 0.74 0.15
N -2.670086 1.915131 0.300362 -1.48 1.29 -0.08
C -3.456966 3.086829 0.215924 3.13 0.30 -1.86
O -3.101657 3.961777 -0.572155 -0.72 -0.54 0.29
C -4.598558 3.335471 1.089602 -1.81 -3.75 2.96
C -5.103421 2.393432 2.011338 0.71 3.94 -2.69
C -6.281340 2.647759 2.894768 0.16 -2.95 1.38
O -6.463333 1.798604 3.781574 -0.10 2.06 -1.27
O -7.123626 3.662832 2.667042 0.57 -0.05 0.22
S -1.207805 2.115743 -2.048754 -0.09 -0.10 0.23
C 0.106676 0.984283 -2.284396 -0.76 -0.74 1.32
C 0.815408 1.001736 -3.608279 -0.03 1.49 0.61
C 0.227873 0.155485 -1.183437 -0.15 1.02 -0.41
C 1.336645 -0.848841 -1.105032 -0.23 0.14 0.48
C 1.103893 -2.214912 -0.947120 0.13 -0.71 -0.23
C 2.145320 -3.150214 -0.836558 0.55 1.53 -0.36
C 3.473860 -2.671262 -0.869519 0.06 0.54 0.03
C 4.598330 -3.681759 -0.740842 0.59 -0.16 0.20
C 3.734471 -1.260431 -0.991571 -0.10 0.02 0.52
C 5.177402 -0.689605 -0.883058 -1.12 -0.40 0.10
C 2.644459 -0.363754 -1.092162 0.60 -1.34 -0.24
H -0.773081 -2.204210 2.774534 0.19 0.15 -0.54
H 0.978934 -2.312030 2.857126 0.75 -0.18 -0.34
H 0.090796 -0.988809 3.615634 0.27 0.20 -0.02
H -2.871629 1.323611 1.070647 0.15 -0.84 0.59
H -5.103293 4.263432 0.930953 -0.07 0.47 -0.02
H -4.647793 1.438991 2.160847 0.13 -0.40 0.17
H -7.739765 3.646569 3.423152 0.05 0.00 -0.30
H 1.584112 1.813359 -3.606359 -0.37 -0.75 -0.15
H 0.087070 1.256599 -4.368290 -0.06 0.06 -0.33
H 1.239846 0.058056 -3.864981 0.47 -0.64 0.02
H 0.089124 -2.597277 -0.950345 -0.08 0.18 0.05
H 1.957444 -4.225234 -0.767406 -0.02 0.43 0.03
H 5.072178 -3.687323 0.267413 -0.24 0.31 -0.57
H 5.411062 -3.543538 -1.485273 -0.48 0.08 0.43
H 4.229367 -4.707565 -0.864005 -0.08 0.27 -0.12
H 5.228670 0.409877 -0.879290 -0.34 -0.41 -0.03
H 5.646647 -1.048626 0.033663 0.01 0.00 0.03
H 5.776105 -1.044452 -1.705500 0.33 -0.15 -0.37
H 2.804353 0.703226 -1.192969 0.13 -0.03 0.11
```
Positions in Å, forces in eV/Å.

The SMILES is COC(=O)c1c(NC(=O)/C=C/C(=O)O)sc(C)c1-c1ccc(C)c(C)c1. The calculation puts the LUMO energy at -0.8 eV. The relative energy (zero: lowest compared OMol25 entry of this formula, charge and spin) comes out at 22.22 kcal/mol. The calculation puts the strongest force on any atom at 5.10 eV Å⁻¹. The HOMO-LUMO gap is 0.2669 Ha.

---

Record 2
Below is 2 unconnected molecules or ions with the total composition C4H13NO2 in a non-equilibrium geometry, with properties calculated with ωB97M-V with the def2-TZVPD basis set.

Geometry as XYZ:
```
20
Properties=species:S:1:pos:R:3:forces:R:3
C 2.074600 -0.915034 1.621907 0.54 -1.73 -0.62
N 1.693087 -0.833473 0.197434 -2.18 2.27 2.02
C 0.352466 -1.245474 -0.072394 -1.11 -1.58 -0.43
C -0.414805 -0.791494 -1.314480 0.77 0.23 -0.44
C 0.148167 0.485454 -1.885375 0.41 0.86 -1.16
O 1.421586 0.334657 -2.524199 0.52 -0.39 1.09
H 1.740257 -1.877030 2.005624 -0.06 0.06 0.10
H 1.595757 -0.109450 2.178606 0.08 0.25 -0.19
H 3.152112 -0.893194 1.693204 0.29 0.36 0.14
H 1.792554 0.150615 -0.069767 0.90 -0.31 -1.14
H -0.300798 -0.895931 0.752529 0.66 0.34 0.40
H 0.229146 -2.326113 0.080160 0.44 -0.04 -0.05
H -1.440692 -0.665324 -0.969786 -0.10 0.08 -0.32
H -0.405226 -1.529459 -2.119962 -0.06 -0.25 0.25
H -0.435241 0.953698 -2.679501 -0.88 -0.17 0.52
H 0.298894 1.244993 -1.112723 -0.06 0.09 0.02
H 1.442367 -0.451436 -3.076420 -0.16 -0.04 -0.19
H -4.578789 3.839099 2.257623 -0.06 0.14 -0.01
H -4.437051 2.383033 2.671041 0.00 0.08 0.02
O -3.928391 3.141863 2.366476 0.07 -0.24 -0.01
```
Positions in Å, forces in eV/Å.

The calculation puts the LUMO energy (spin up / spin down) at -3.0 / -8.2 eV. The total charge is +1. The relative energy (zero: lowest compared OMol25 entry of this formula, charge and spin) comes out at 39.75 kcal/mol. Its expectation value of S² is 0.754. Its spin multiplicity is 2. The calculation puts the strongest force on any atom at 3.74 eV Å⁻¹. The HOMO-LUMO gap (spin up / spin down) is 0.3931 / 0.2029 Ha.

---

Record 3
Below is a molecular structure, C38H26AgBrN7, with properties calculated with ωB97M-V with the def2-TZVPD basis set.

Geometry as XYZ:
```
73
Properties=species:S:1:pos:R:3:forces:R:3
Ag 0.516392 -0.891028 -0.396623 0.23 -0.39 -0.28
C 5.109639 -0.587948 0.057031 -0.03 0.00 0.01
C 5.322554 0.112076 1.242168 0.00 0.01 0.02
C 4.295212 0.212357 2.152424 0.07 0.04 0.02
C 3.059624 -0.395264 1.870505 -0.24 0.10 0.23
N 2.870492 -1.079276 0.746894 -0.05 -0.12 0.00
C 3.864931 -1.155405 -0.136406 -0.02 -0.01 -0.01
N 2.064215 -0.191295 2.826161 0.30 0.01 -0.20
C 0.827517 -0.557870 2.739986 -0.23 -0.03 0.04
N 0.106209 -1.249212 1.799446 -0.13 -0.03 0.13
C -1.162826 -1.447325 2.299374 0.26 0.18 0.18
N -2.151859 -2.168623 1.899828 -0.12 -0.16 -0.28
C -2.164629 -2.951972 0.750427 -0.02 0.09 0.26
C -2.882884 -4.157330 0.823983 -0.04 -0.07 0.01
C -2.974138 -4.958494 -0.291794 -0.01 -0.01 0.00
C -2.365007 -4.548353 -1.475912 0.01 0.04 0.05
C -1.694701 -3.339482 -1.459946 0.06 -0.01 -0.04
N -1.596301 -2.561037 -0.384498 0.02 0.17 -0.02
C -1.302455 -0.729376 3.604685 -0.11 -0.12 -0.18
C -2.376960 -0.561303 4.453692 -0.02 0.02 0.09
C -2.170494 0.193844 5.605762 0.01 -0.02 -0.06
C -0.918929 0.743545 5.886670 0.03 -0.03 -0.05
C 0.156623 0.551652 5.022641 -0.04 0.04 0.11
C -0.070421 -0.188976 3.880884 0.21 0.02 -0.11
H 5.876859 -0.678672 -0.699869 0.01 0.00 0.00
H 6.277660 0.583511 1.442054 0.00 0.00 0.00
H 4.395590 0.758476 3.080594 0.02 0.00 -0.01
H 3.627578 -1.681867 -1.055845 0.01 -0.01 0.00
H -3.347104 -4.421282 1.764437 0.00 -0.02 -0.01
H -3.517315 -5.895331 -0.246890 0.00 0.00 0.00
H -2.408029 -5.142427 -2.378716 -0.01 -0.01 0.00
H -1.192487 -2.963627 -2.347730 -0.01 0.00 0.01
H -3.338252 -1.000143 4.218083 0.00 0.01 0.00
H -2.990843 0.361562 6.293364 0.00 0.00 0.01
H -0.785099 1.327637 6.789349 -0.01 0.00 0.01
H 1.136649 0.965234 5.223833 0.00 0.00 -0.01
C 1.710708 -1.823012 -4.682564 0.01 0.04 0.01
C 1.869504 -0.564369 -5.246559 -0.03 0.01 0.06
C 1.651690 0.552028 -4.451382 0.05 -0.07 -0.04
C 1.278061 0.413648 -3.110791 -0.02 0.16 0.01
C 1.111975 -0.846856 -2.497691 -0.10 0.24 0.10
C 1.350041 -1.940995 -3.342725 0.01 -0.09 0.04
C 1.043472 1.671192 -2.331768 -0.05 -0.07 -0.14
C 0.477793 2.812925 -2.982248 0.01 -0.12 -0.01
C 0.251261 3.951047 -2.280127 -0.01 0.06 0.06
C 0.578455 3.996283 -0.902814 -0.07 0.08 -0.05
C 0.350415 5.128144 -0.083284 0.00 -0.04 -0.04
C 0.647528 5.088813 1.249071 0.04 -0.09 0.03
C 1.187614 3.909719 1.817380 -0.03 0.08 -0.01
C 1.421342 2.808578 1.045263 0.02 -0.01 -0.03
C 1.122219 2.825922 -0.340358 -0.02 -0.13 0.12
N 1.345553 1.691475 -1.059041 0.10 0.10 0.01
H 1.872993 -2.711498 -5.285073 0.00 -0.01 0.01
H 2.165574 -0.450960 -6.282871 0.01 0.00 0.00
H 1.806218 1.537396 -4.879872 -0.01 0.00 0.01
H 1.253574 -2.945976 -2.936475 -0.01 0.00 -0.02
H 0.192659 2.741717 -4.023132 0.02 0.01 0.00
H -0.200547 4.818307 -2.750332 0.00 0.00 0.00
H -0.074040 6.020285 -0.531230 0.00 0.00 0.00
H 0.463778 5.953555 1.874547 0.00 0.00 0.01
H 1.407538 3.874359 2.877564 -0.01 0.01 0.00
H 1.813010 1.896113 1.475559 0.00 0.00 -0.02
Br -2.113980 1.670927 1.046002 0.01 0.01 -0.04
C -2.703740 0.657061 -0.454731 -0.06 -0.05 0.11
C -3.987827 0.123212 -0.429968 0.07 0.02 0.04
C -4.399328 -0.568021 -1.551938 -0.08 -0.03 0.00
C -3.531915 -0.693703 -2.628404 0.09 0.00 -0.01
C -2.266011 -0.147612 -2.518374 0.09 -0.12 0.02
N -1.851887 0.515116 -1.436284 -0.15 0.30 -0.12
H -4.616374 0.243921 0.439717 0.00 -0.01 0.00
H -5.386850 -1.011820 -1.582647 0.00 0.00 0.00
H -3.814856 -1.231551 -3.523087 -0.01 0.00 0.00
H -1.522633 -0.272347 -3.299380 -0.02 0.03 -0.01
```
Positions in Å, forces in eV/Å.

The calculation puts the LUMO energy at 2.7 eV. The total charge is -1. The relative energy (zero: lowest compared OMol25 entry of this formula, charge and spin) comes out at 8.62 kcal/mol. The calculation puts the strongest force on any atom at 0.53 eV Å⁻¹. The HOMO-LUMO gap is 0.2378 Ha.

---

Record 4
Below is 3 unconnected molecules or ions with the total composition C23H54N3O6S2 in a non-equilibrium geometry, with properties calculated with ωB97M-V with the def2-TZVPD basis set.

Geometry as XYZ:
```
88
Properties=species:S:1:pos:R:3:forces:R:3
C 2.411888 -1.395094 -0.228249 -0.79 -0.71 0.30
C 1.091884 -1.079645 -0.988073 0.94 0.33 -0.36
C 0.992823 0.363862 -1.563504 -0.24 0.38 0.73
C 1.815715 1.434886 -0.757532 -1.48 -0.79 -0.64
C 1.131259 2.811094 -0.949733 1.24 0.77 0.02
C 1.344859 3.808625 0.217314 -0.32 0.03 0.16
C 1.061192 3.235951 1.641017 0.19 0.30 -0.66
C -0.138828 2.261460 1.742985 -0.19 0.23 0.90
C -1.528338 2.948769 1.887631 -0.33 -0.93 -0.23
C -2.256048 3.280540 0.551667 -0.08 0.21 0.86
C -2.501407 2.059713 -0.374181 -0.36 0.75 -0.44
C -4.004060 1.799273 -0.705410 1.25 -0.88 -0.68
C -4.139011 0.369716 -1.337361 -0.46 -0.45 0.77
C -4.910276 -0.588753 -0.376509 0.44 -0.40 0.10
C -3.988443 -1.064318 0.791171 -0.31 -0.10 -0.50
C -2.991676 -2.164404 0.342916 -1.15 1.22 0.46
N -2.423940 -2.934665 1.542311 2.09 0.02 -1.29
C -1.399226 -2.292269 2.080495 0.26 -0.38 0.99
N -0.134356 -2.898587 2.099475 -0.60 0.40 0.91
N -1.513561 -1.063657 2.672709 -0.11 0.55 -0.67
H 2.386900 -0.965453 0.790069 0.34 0.13 -0.53
H 3.319553 -1.104298 -0.771156 -0.30 0.06 0.23
H 2.441164 -2.489543 -0.070308 0.19 0.38 -0.13
H 1.017461 -1.811429 -1.810731 -0.34 0.23 0.39
H 0.257900 -1.219614 -0.274803 0.14 -0.15 -0.33
H 1.236208 0.443881 -2.634093 0.04 -0.29 0.34
H -0.067428 0.670403 -1.469993 0.37 -0.17 -0.25
H 1.771746 1.118951 0.295486 0.35 0.31 -0.28
H 2.846400 1.390128 -1.133963 -0.18 0.37 0.46
H 0.054931 2.764851 -1.165927 0.33 -0.45 0.13
H 1.595614 3.272073 -1.843323 -0.39 -0.12 0.26
H 2.373400 4.208036 0.196915 -0.38 -0.16 0.05
H 0.663174 4.664512 0.060297 0.34 -0.24 -0.09
H 2.009929 2.807192 2.010262 -0.56 -0.20 -0.05
H 0.850719 4.097766 2.299819 0.11 -0.39 -0.13
H 0.014400 1.671221 2.672746 -0.02 0.21 -0.37
H -0.206866 1.522091 0.925153 0.28 0.36 0.13
H -2.187239 2.216575 2.411195 0.20 0.34 -0.16
H -1.486046 3.818574 2.564921 0.12 -0.21 -0.41
H -1.718625 4.105604 0.057010 -0.17 -0.42 -0.09
H -3.241031 3.694058 0.842404 0.39 -0.06 -0.21
H -2.005713 2.281883 -1.336218 -0.06 -0.50 0.35
H -2.078551 1.112940 0.012778 0.06 0.48 0.02
H -4.306746 2.504933 -1.491950 -0.23 0.13 0.73
H -4.598195 1.874359 0.217526 -0.06 0.15 -0.45
H -4.604465 0.395698 -2.333578 0.02 0.04 0.42
H -3.146238 -0.103661 -1.474351 -0.26 0.48 -0.18
H -5.270679 -1.494442 -0.896008 0.00 0.40 0.03
H -5.785906 -0.101622 0.080835 0.26 -0.07 -0.35
H -4.595961 -1.466388 1.616372 0.21 0.21 -0.21
H -3.429615 -0.183365 1.133467 -0.27 -0.32 0.20
H -3.485219 -2.893475 -0.314314 0.31 0.11 0.35
H -2.139235 -1.678647 -0.157748 -0.30 -0.54 -0.17
H -2.011723 -3.815946 1.219445 -0.67 -0.08 -0.16
H 0.514704 -2.109195 2.151018 0.08 -0.29 0.21
H 0.013248 -3.428658 2.966568 0.06 -0.49 -0.52
H -1.479511 -0.185820 2.166312 -0.34 -0.10 0.21
H -1.615084 -1.077840 3.679953 0.36 0.28 -0.19
O 5.322570 3.847638 0.838458 -0.15 0.29 -0.09
S 6.217331 4.745485 1.512221 0.69 -0.19 0.26
O 5.860920 6.107866 1.758727 -0.34 -0.10 -0.18
O 7.638155 4.701055 0.786133 -0.19 -0.17 0.32
C 7.694300 4.999286 -0.620679 -0.03 0.34 -0.77
C 7.511280 6.477795 -0.903938 -0.22 0.15 0.18
C 6.718630 4.020804 3.039084 0.11 -0.10 0.00
H 6.959920 4.398774 -1.162160 -0.06 -0.04 0.19
H 8.680253 4.685982 -0.961423 0.02 -0.15 0.31
H 6.511159 6.813633 -0.630276 0.02 -0.03 -0.03
H 7.654612 6.685321 -1.965085 0.08 -0.10 0.02
H 8.220717 7.070481 -0.325391 0.04 -0.04 -0.07
H 7.022312 2.991943 2.862153 0.01 0.04 -0.03
H 5.861711 4.052033 3.709201 -0.04 0.05 -0.08
H 7.536381 4.605148 3.453774 -0.02 0.01 -0.04
O -4.683189 -7.835850 -3.375772 -0.11 0.06 0.29
S -3.496232 -8.214757 -2.674994 0.46 -0.18 -0.34
O -3.556784 -9.000810 -1.481940 -0.24 0.12 0.01
O -2.634397 -6.891021 -2.374472 0.14 -0.10 -0.13
C -3.271017 -5.832088 -1.656196 -0.36 0.36 0.42
C -3.442157 -6.159837 -0.182232 0.00 -0.18 0.08
C -2.369923 -8.976915 -3.794894 0.13 0.13 -0.04
H -4.229600 -5.583763 -2.118684 0.02 -0.15 -0.06
H -2.627043 -4.956945 -1.761626 0.16 -0.18 -0.25
H -4.128963 -6.992569 -0.038050 0.00 0.05 0.02
H -3.843694 -5.300599 0.362948 -0.03 0.04 -0.08
H -2.486764 -6.449934 0.261091 0.01 0.03 -0.03
H -2.291382 -8.366513 -4.691125 -0.02 0.01 0.04
H -2.772664 -9.957708 -4.039841 -0.09 0.04 0.07
H -1.404270 -9.082765 -3.306238 -0.04 0.00 0.02
```
Positions in Å, forces in eV/Å.

The calculation puts the LUMO energy at -4.8 eV. The total charge is +1. The calculation puts the strongest force on any atom at 2.46 eV Å⁻¹. The HOMO-LUMO gap is 0.2771 Ha.

---

Record 5
Below is 5 unconnected molecules or ions with the total composition C6H21NO5 in a non-equilibrium geometry, with properties calculated with ωB97M-V with the def2-TZVPD basis set.

Geometry as XYZ:
```
33
Properties=species:S:1:pos:R:3:forces:R:3
C 2.090505 -0.904076 1.604581 -0.63 -0.59 -0.02
C 2.047307 0.464586 1.017912 -0.04 0.36 -0.13
C 1.177692 1.428100 1.276876 -0.83 0.26 -0.13
C 1.108876 2.719044 0.525395 0.68 1.29 -0.39
C 0.087182 2.848497 -0.634617 0.63 -2.18 1.65
N -1.230589 2.455400 -0.077203 0.02 0.44 -0.89
C 0.457840 1.784779 -1.675750 -1.53 0.61 -0.91
O -0.158072 2.068574 -2.948298 0.33 0.23 0.11
H 2.908539 -1.453540 1.145700 0.25 -0.14 0.49
H 2.087278 -0.934277 2.695070 0.60 0.16 0.00
H 1.183418 -1.489866 1.397670 -0.10 0.33 -0.30
H 2.799218 0.685149 0.264674 0.05 -0.04 -0.03
H 0.368325 1.316199 1.991700 0.15 -0.44 0.14
H 0.913197 3.580541 1.175838 -0.01 -0.26 0.33
H 2.091374 2.941804 0.098276 0.06 -0.07 -0.06
H 0.126850 3.869979 -0.991282 -0.03 0.24 -0.38
H -1.945308 2.751882 -0.733980 -0.21 -0.11 0.21
H -1.415339 2.872707 0.822973 0.00 0.35 0.04
H -0.094018 0.894156 -1.401529 0.57 -0.41 0.33
H 1.523779 1.587169 -1.767879 0.12 0.16 -0.02
H 0.102357 2.954137 -3.220883 0.07 -0.04 -0.10
O -0.020206 -2.506371 -1.024714 -0.20 0.02 -0.23
H 0.683622 -2.068745 -0.533789 -0.10 0.20 -0.06
H -0.776336 -1.902224 -0.957628 0.15 0.22 0.20
O -1.314912 -0.314694 0.568618 0.19 0.03 -0.19
H -2.169791 -0.475234 0.977676 -0.06 -0.10 -0.16
H -1.311577 0.622988 0.263350 -0.18 -0.18 0.27
O -0.186858 -4.477455 0.840402 0.28 0.28 0.19
H -0.380462 -3.803110 0.167768 0.37 -0.24 -0.41
H 0.648840 -4.098443 1.139489 0.04 -0.44 0.37
O -2.788922 -3.166575 0.406334 -0.78 0.64 -0.61
H -1.937879 -3.536782 0.168285 -0.34 -0.23 0.65
H -2.970028 -3.297332 1.337747 0.49 -0.35 0.06
```
Positions in Å, forces in eV/Å.

The SMILES is C/C=C/C[C@H](N)CO.O.O.O.O. The calculation puts the LUMO energy at 0.5 eV. The relative energy (zero: lowest compared OMol25 entry of this formula, charge and spin) comes out at 61.41 kcal/mol. The calculation puts the strongest force on any atom at 2.80 eV Å⁻¹. The HOMO-LUMO gap is 0.3682 Ha.